Record 1
C38H78ClN17O30P | ωB97M-V/def2-TZVPD

Output
HOMO energy ... -10.75 eV
M ... 1319.558 u
Orbital gap ... 8.170 eV

Structure (ORCA input):
```
! wB97M-V def2-TZVPD RIJCOSX def2/J DEFGRID3
* xyz 1 1
C 2.5671 -1.1926 4.0911
C 3.1810 -0.9749 2.6670
C 2.7207 0.3678 1.9861
P 2.7521 1.6878 3.3537
N 2.7316 3.1734 2.8501
C 3.6922 0.7982 0.8694
C 5.1518 1.1086 1.3760
C 5.5959 2.5056 0.9309
C 5.6624 2.7668 -0.4158
C 6.0273 4.0072 -0.9202
C 6.3297 5.0032 -0.0118
C 6.2877 4.7652 1.3790
C 5.9167 3.5140 1.8357
N 3.7861 -0.2389 -0.1549
C 2.5228 -0.8853 -0.5183
C 2.5100 -1.1323 -2.0431
C 3.0753 -2.5116 -2.4466
C 3.2158 -2.5499 -3.9913
Cl 4.7578 -2.7541 -1.7774
C 1.2398 -0.1741 0.0088
C 0.9190 1.0516 -0.8809
C 0.0672 -1.1921 -0.1882
O -1.0653 -0.8542 0.5969
C -1.9785 -0.0119 -0.0386
C -2.4698 1.0475 0.7068
C -3.4055 1.9033 0.1598
C -3.8922 1.7410 -1.1263
C -3.3720 0.6749 -1.8869
C -2.4477 -0.1747 -1.3231
N 1.3112 0.1175 1.4708
O 0.4974 1.1787 1.8671
H 3.1872 -0.7184 4.8605
H 1.5515 -0.7684 4.1545
H 2.4571 -2.2621 4.3036
H 2.8516 -1.8414 2.0731
H 4.2681 -1.0207 2.7737
H 3.9497 1.4014 4.0588
H 1.6397 1.4658 4.1998
H 2.6770 3.1816 1.8347
H 3.3496 1.7336 0.3876
H 5.8149 0.4015 0.8616
H 5.2644 0.9532 2.4552
H 5.4301 1.9943 -1.1562
H 6.0661 4.1989 -1.9892
H 6.5944 5.9907 -0.3857
H 6.5120 5.5338 2.1161
H 5.8554 3.2688 2.8962
H 4.3125 0.0609 -0.9648
H 2.5458 -1.8929 -0.0507
H 1.5031 -1.0926 -2.4848
H 3.0996 -0.3900 -2.6163
H 2.4643 -3.3355 -2.0660
H 4.2668 -2.5120 -4.3054
H 2.8379 -3.5090 -4.3663
H 2.7196 -1.6927 -4.4619
H 0.5835 0.6826 -1.8575
H 0.0827 1.6563 -0.5076
H 1.7859 1.6942 -1.0908
H 0.4391 -2.1557 0.2119
H -0.1283 -1.3691 -1.2487
H -2.1687 1.2259 1.7396
H -3.8258 2.7316 0.7335
H -4.6425 2.4145 -1.5344
H -3.7190 0.5511 -2.9110
H -2.0865 -0.9914 -1.9490
H 0.9752 -0.7183 1.9683
H -0.0519 0.9141 2.6228
C 0.0372 4.1060 1.5740
N -0.8377 5.1897 1.0522
O -0.9184 5.3189 -0.1531
O -1.4143 5.8736 1.8736
H 0.4787 3.5834 0.7333
H 0.8040 4.5620 2.1919
H -0.5906 3.4405 2.1582
C -2.3832 -3.9988 -4.5231
N -1.7521 -2.9969 -3.6204
O -1.3612 -3.3748 -2.5292
O -1.6634 -1.8597 -4.0328
H -2.3916 -4.9612 -4.0233
H -3.3952 -3.6628 -4.7318
H -1.7851 -4.0372 -5.4300
C -4.6576 -2.0174 1.2110
N -5.5085 -0.9163 0.6883
O -5.6236 -0.8162 -0.5168
O -6.0331 -0.1867 1.5061
H -4.2606 -2.5767 0.3769
H -3.8553 -1.5654 1.7903
H -5.2855 -2.6399 1.8319
C -7.0563 -0.7488 4.8404
N -6.5907 -2.1632 4.9126
O -6.6727 -2.7355 5.9799
O -6.1524 -2.6465 3.8830
H -7.4186 -0.4516 5.8154
H -6.2131 -0.1392 4.5406
H -7.8512 -0.7070 4.1009
C -7.5854 3.9411 4.7843
N -7.1174 2.5311 4.8592
O -7.2102 1.9622 5.9333
O -6.6729 2.0414 3.8384
H -7.9529 4.2349 5.7565
H -6.7398 4.5546 4.4886
H -8.3781 3.9818 4.0416
C -3.9576 -4.9427 5.5326
N -2.6513 -5.1021 4.8360
O -2.6581 -5.5955 3.7281
O -1.6611 -4.7212 5.4305
H -4.7459 -5.3182 4.8908
H -3.9081 -5.5116 6.4568
H -4.0946 -3.8841 5.7299
C 4.1018 1.7565 -5.7968
N 3.3009 1.4172 -4.5900
O 2.2255 0.8835 -4.7611
O 3.7887 1.7029 -3.5091
H 3.5484 1.4474 -6.6763
H 4.2581 2.8317 -5.7927
H 5.0454 1.2228 -5.7228
C 2.1041 7.0669 1.0107
N 3.4262 6.8716 0.3589
O 3.4385 6.4146 -0.7667
O 4.4015 7.1871 1.0046
H 1.3294 6.7468 0.3217
H 2.0970 6.4666 1.9172
H 2.0056 8.1237 1.2413
C 1.4003 -5.9377 -6.1091
N 0.4860 -4.8211 -6.4658
O -0.6298 -5.0969 -6.8632
O 0.9128 -3.6948 -6.3296
H 0.8834 -6.8765 -6.2774
H 2.2839 -5.8545 -6.7430
H 1.6622 -5.8221 -5.0604
C -7.8335 -4.5261 0.2720
N -6.5275 -4.6849 -0.4234
O -6.5340 -5.1735 -1.5313
O -5.5383 -4.3072 0.1764
H -8.6178 -4.9008 -0.3759
H -7.7838 -5.0982 1.1944
H -7.9691 -3.4667 0.4744
C 6.1964 -6.4942 -6.2314
N 5.2661 -5.3894 -6.5902
O 4.1545 -5.6904 -6.9932
O 5.6759 -4.2588 -6.4581
H 5.6940 -7.4398 -6.4009
H 7.0713 -6.4048 -6.8628
H 6.4565 -6.3746 -5.1834
C -6.5603 6.0491 9.1601
N -6.5245 6.3528 7.7034
O -6.5810 7.5139 7.3690
O -6.4406 5.4026 6.9464
H -6.6356 6.9828 9.7059
H -7.4280 5.4211 9.3418
H -5.6405 5.5269 9.4073
C 10.7392 -6.4396 -8.2470
N 9.7527 -6.7130 -7.1666
O 8.9156 -7.5737 -7.3690
O 9.8498 -6.0564 -6.1533
H 10.5285 -7.0976 -9.0825
H 10.6279 -5.3978 -8.5340
H 11.7284 -6.6307 -7.8412
C -4.5210 6.0068 0.5022
N -5.5411 5.7383 1.5536
O -6.3962 4.9083 1.3174
O -5.4459 6.3740 2.5829
H -4.7300 5.3728 -0.3527
H -4.5964 7.0567 0.2349
H -3.5458 5.7820 0.9258
*
```

---

Record 2
C38H78F3IN4O7P3S | ωB97M-V/def2-TZVPD

Output
HOMO energy (spin up / spin down) ... -4.04 / -4.04 eV
Expectation value of S² ... 2.008
M ... 1011.950 u
Orbital gap (spin up / spin down) ... 6.227 / 6.211 eV

Structure (ORCA input):
```
! wB97M-V def2-TZVPD RIJCOSX def2/J DEFGRID3
* xyz -1 3
C 5.3817 -3.7301 -2.4111
C 4.7016 -2.9677 -1.2956
O 4.6230 -3.4582 -0.1760
N 4.0737 -1.7258 -1.5274
C 4.7071 -0.8358 -2.4960
C 2.6108 -1.8816 -1.6776
C 1.8829 -0.9820 -0.7070
C 0.3612 -1.0796 -0.8104
C -0.3990 -0.8167 0.5009
C -1.0396 0.5651 0.5759
P 0.3291 1.8456 0.5313
S 1.8533 1.5803 1.7302
O -1.9052 0.6635 -0.5139
P -3.4297 1.4751 -0.2372
C -2.7598 3.1038 -0.8853
C -2.7099 3.3941 -2.3813
C -4.0657 3.5608 -3.0503
I -1.4028 2.1242 -3.5271
O -3.9645 0.9767 -1.7730
C -4.7330 -0.1773 -1.8605
C -3.9196 -1.4584 -1.7798
N -4.7479 -2.6716 -1.5900
C -5.9884 -2.6691 -2.3449
C -6.7049 -4.0067 -2.2416
C -6.0169 -5.1270 -2.9954
O -6.9304 -4.3469 -0.8784
P -5.4200 2.4974 0.3360
C -5.0562 3.6957 1.7084
C -6.3879 1.2144 1.2573
O -2.7942 1.8473 1.4074
C -1.9853 0.8182 1.7911
C -1.4448 1.0499 3.1885
F -2.5079 0.9589 4.0705
F -0.5511 0.0765 3.5621
F -0.8949 2.2778 3.3872
H 6.2988 -3.2145 -2.6840
H 5.6686 -4.6942 -2.0220
H 4.7805 -3.7889 -3.3105
H 4.0023 -0.4637 -3.2324
H 5.0891 0.0412 -1.9789
H 5.5500 -1.2856 -3.0079
H 2.3222 -1.6902 -2.7099
H 2.3520 -2.9176 -1.4651
H 2.2395 -1.1601 0.2983
H 2.1908 0.0383 -0.9337
H -0.0342 -0.4409 -1.5933
H 0.1229 -2.0982 -1.1135
H 0.2338 -0.9924 1.3654
H -1.2006 -1.5477 0.5496
H 0.7254 1.9505 -0.8135
H -0.2942 3.0658 0.8268
H -3.9712 0.2868 0.3673
H -1.7424 3.1787 -0.5212
H -3.2800 3.9471 -0.4407
H -2.2211 4.3585 -2.4731
H -4.0027 4.2451 -3.8892
H -4.4442 2.6088 -3.3953
H -4.7601 3.9407 -2.3075
H -5.2075 -0.1543 -2.8411
H -5.5523 -0.2251 -1.1397
H -3.2156 -1.4156 -0.9601
H -3.3096 -1.5294 -2.6860
H -4.2023 -3.4242 -1.9866
H -5.8547 -2.4873 -3.4203
H -6.6824 -1.9276 -1.9696
H -7.6769 -3.8494 -2.7137
H -6.6932 -5.9779 -3.0402
H -5.1164 -5.4736 -2.5021
H -5.8278 -4.8400 -4.0232
H -7.8049 -4.7218 -0.8237
H -5.8181 4.4676 1.7315
H -4.0991 4.1870 1.5785
H -5.0539 3.1798 2.6638
H -7.3711 1.0936 0.8205
H -5.8704 0.2570 1.2875
H -6.5394 1.5233 2.2887
H -2.4898 -0.1535 1.9002
C 4.9167 6.1410 1.2686
C 4.7833 5.1144 0.1131
C 5.9282 5.2669 -0.8948
C 5.7864 6.4665 -1.8287
C 4.4260 6.4311 -2.5220
C 3.2647 6.3682 -1.5309
N 3.4554 5.2471 -0.5606
O 3.1038 4.1279 -1.1012
C 3.1386 7.7275 -0.8164
C 1.9534 6.1707 -2.2815
C 4.9031 3.7433 0.7643
H 4.2218 6.9718 1.1994
H 4.7038 5.6677 2.2264
H 5.9249 6.5556 1.3201
H 5.9815 4.3614 -1.5079
H 6.8723 5.3234 -0.3504
H 5.9198 7.4009 -1.2756
H 6.5795 6.4398 -2.5796
H 4.3031 7.3097 -3.1594
H 4.3878 5.5591 -3.1823
H 2.3949 7.6795 -0.0202
H 2.8131 8.4850 -1.5297
H 4.0746 8.0882 -0.3944
H 1.9733 5.2907 -2.9206
H 1.7681 7.0369 -2.9166
H 1.1169 6.0705 -1.5889
H 4.0562 3.5448 1.4202
H 5.8153 3.7041 1.3625
H 4.9558 2.9383 0.0336
C 1.7657 -7.0250 2.4778
C 1.5242 -5.5698 1.9965
C 2.4519 -4.5829 2.7160
C 2.0329 -4.2611 4.1472
C 0.5805 -3.7896 4.1725
C -0.3748 -4.8011 3.5402
N 0.0892 -5.1877 2.1708
O -0.2485 -4.2819 1.3131
C -0.4974 -6.0256 4.4674
C -1.7736 -4.2038 3.4505
C 1.8924 -5.5406 0.5224
H 0.9936 -7.4004 3.1422
H 1.7770 -7.7130 1.6320
H 2.7221 -7.1200 2.9939
H 2.4797 -3.6470 2.1502
H 3.4690 -4.9766 2.6971
H 2.1748 -5.1317 4.7959
H 2.6774 -3.4748 4.5445
H 0.2634 -3.5953 5.1994
H 0.5081 -2.8367 3.6395
H -1.0805 -6.8166 3.9928
H -1.0133 -5.7371 5.3831
H 0.4612 -6.4389 4.7751
H -1.7840 -3.2593 2.9113
H -2.1479 -4.0130 4.4557
H -2.4622 -4.8892 2.9541
H 1.2020 -6.1368 -0.0772
H 2.8979 -5.9397 0.3879
H 1.8917 -4.5241 0.1344
*
```

---

Strongest force on any atom in eV/Å, matching the order above: 3.20; 1.81